23
Properties=species:S:1:pos:R:3:mulliken_charge:R:1 method="wB97M-V/def2-TZVPD" charge=0 lumo_energy_ev=0.880 smiles="CC(C)CO.COC=O" e_tot_ev=-12591.25608
C -0.93 -1.27 1.94 -1.39
C 0.22 -0.27 1.83 0.93
C 1.49 -0.95 1.33 -1.48
C -0.22 0.91 0.93 -0.78
O 0.83 1.68 0.41 -0.55
H -0.67 -2.06 2.63 0.40
H -1.15 -1.71 0.97 0.28
H -1.83 -0.78 2.31 0.36
H 0.43 0.14 2.83 0.24
H 1.32 -1.45 0.37 0.24
H 1.80 -1.71 2.06 0.44
H 2.30 -0.23 1.22 0.36
H -0.83 1.60 1.51 0.42
H -0.85 0.52 0.12 0.18
H 1.31 1.14 -0.24 0.38
C -0.70 1.41 -3.01 -0.56
O -1.07 0.13 -2.51 -0.30
C -0.11 -0.56 -1.93 0.20
O 1.03 -0.22 -1.78 -0.57
H -0.47 2.09 -2.18 0.26
H 0.18 1.34 -3.64 0.29
H -1.55 1.79 -3.57 0.25
H -0.52 -1.53 -1.60 0.41